C16H17N3O6 | ωB97M-V/def2-TZVPD

Computed properties:
SMILES string: COc1ccc(/C=C/c2c([N+](=O)[O-])c(=O)n(C)c(=O)n2C)cc1OC
relative energy (zero: lowest compared OMol25 entry of this formula, charge and spin): 21.9 kcal/mol
orbital gap: 7.55 eV
lowest unoccupied orbital energy: -0.62 eV
E_tot: -1235.50319 a.u.
highest occupied orbital energy: -8.169 eV

Each line ends with the Mulliken charge.
Element x y z (Å)
C -4.206 -3.819 -3.324  -0.7214
O -3.140 -4.007 -2.418  -0.4627
C -2.457 -2.969 -1.885  0.4762
C -1.408 -3.353 -1.046  -0.8719
C -0.600 -2.438 -0.414  -0.8281
C -0.821 -1.072 -0.593  0.3405
C -0.018 -0.040 0.011  -0.0688
C 1.084 -0.216 0.760  -1.3388
C 1.856 0.882 1.310  0.7716
C 2.088 2.042 0.615  -0.1718
N 1.723 2.170 -0.775  0.9082
O 2.117 1.308 -1.531  -0.5465
O 1.065 3.131 -1.093  -0.5586
C 2.798 3.171 1.191  0.9472
O 3.035 4.214 0.630  -0.6317
N 3.241 2.928 2.495  -0.0712
C 3.984 3.980 3.169  -1.1415
C 3.053 1.778 3.213  0.6895
O 3.472 1.645 4.339  -0.6399
N 2.333 0.763 2.582  -0.1007
C 2.048 -0.417 3.373  -1.2430
C -1.878 -0.680 -1.424  -0.4053
C -2.691 -1.589 -2.078  1.0477
O -3.718 -1.215 -2.903  -0.4386
C -3.924 0.155 -3.152  -0.9478
H -3.882 -3.299 -4.226  0.2746
H -5.032 -3.271 -2.867  0.2616
H -4.535 -4.825 -3.582  0.2892
H -1.251 -4.412 -0.916  0.4174
H 0.197 -2.789 0.221  0.3517
H -0.377 0.968 -0.159  0.3665
H 1.433 -1.209 0.994  0.4862
H 4.969 3.611 3.452  0.3303
H 4.073 4.814 2.476  0.3809
H 3.453 4.287 4.069  0.3272
H 2.368 -0.208 4.393  0.3853
H 2.607 -1.277 3.000  0.3312
H 0.981 -0.635 3.356  0.4198
H -2.043 0.376 -1.564  0.4200
H -4.752 0.198 -3.857  0.2480
H -4.200 0.694 -2.240  0.3466
H -3.042 0.621 -3.601  0.3709